This record from the OMol25 dataset describes C3H4FN as an isolated structure in a non-equilibrium geometry. The level of theory is ωB97M-V/def2-TZVPD.

The value obtained for the HOMO energy (spin up / spin down) is -9.209 / -7.228 eV. The calculation puts the LUMO energy (spin up / spin down) at -0.068 / -0.583 eV. The relative energy (zero: lowest compared OMol25 entry of this formula, charge and spin) comes out at 553.0 kJ/mol. The molecular weight comes out at 73.07 g/mol. Its calculated total energy is -7376.805 eV. The frontier orbital gap (spin up / spin down) comes out at 9.14 / 6.64 eV.

```
! RIJCOSX wB97M-V def2-TZVPD def2/J DEFGRID3
* xyz 0 1
C -1.6717 0.2184 0.9180
C 1.2243 0.0219 -1.4606
C 0.2434 -0.3494 0.5887
N 1.1857 -0.1048 -0.2221
F 0.4020 -1.1691 1.6279
H -2.0895 -0.0024 1.9380
H -1.7056 1.2448 0.4762
H 0.4111 -0.4287 -2.0930
H 2.0004 0.5693 -1.7731
*
```

Charge distribution, Löwdin scheme, values in e: 0.1174 -0.0136 -0.2623 0.0194 0.0254 -0.0021 -0.0214 0.1070 0.0301

This record from the OMol25 dataset describes an isolated ion of composition C5H14NO and charge +1 in a non-equilibrium geometry. The level of theory is ωB97M-V/def2-TZVPD.

The value obtained for the HOMO energy is -14.525 eV. The calculation puts the LUMO energy at -3.096 eV. The relative energy (zero: lowest compared OMol25 entry of this formula, charge and spin) comes out at 81.0 kJ/mol. The molecular weight comes out at 104.17 g/mol. Its calculated total energy is -8943.168 eV. The frontier orbital gap comes out at 11.43 eV.

```
! RIJCOSX wB97M-V def2-TZVPD def2/J DEFGRID3
* xyz 1 1
C 1.0744 -0.5305 -2.2382
C 0.6238 0.0366 -0.8526
N -0.5090 1.0073 -1.1641
C 0.2574 -1.0915 0.1058
C -0.6147 -0.8362 1.3646
C -0.3128 0.4110 2.1938
O -0.8569 1.6514 1.6075
H 0.3953 -1.3333 -2.5214
H 1.0960 0.2537 -2.9927
H 2.0838 -0.9182 -2.1338
H 1.4701 0.6275 -0.5040
H -0.7231 1.6886 -0.4225
H -0.3263 1.3825 -2.0746
H -1.3079 0.3875 -1.3143
H -0.2923 -1.8230 -0.5008
H 1.1957 -1.5910 0.3402
H -1.6727 -0.7688 1.1239
H -0.3757 -1.6403 2.0587
H 0.7425 0.6230 2.3751
H -0.7655 0.3361 3.1823
H -1.1823 2.1275 2.3672
*
```

Charge distribution, Löwdin scheme, values in e: -0.0246 -0.3209 0.2323 -0.1483 -0.1479 -0.2043 -0.1020 0.0901 0.0849 0.0985 0.1525 0.1428 0.1442 0.1747 0.1190 0.1334 0.1183 0.1241 0.1237 0.1226 0.0868

This record from the OMol25 dataset describes an isolated ion of composition C4H11N2S and charge +1 in a non-equilibrium geometry. The level of theory is ωB97M-V/def2-TZVPD.

The value obtained for the HOMO energy is -12.668 eV. The calculation puts the LUMO energy at -4.364 eV. The relative energy (zero: lowest compared OMol25 entry of this formula, charge and spin) comes out at 354.7 kJ/mol. The molecular weight comes out at 119.21 g/mol. Its calculated total energy is -18131.843 eV. The frontier orbital gap comes out at 8.30 eV.

```
! RIJCOSX wB97M-V def2-TZVPD def2/J DEFGRID3
* xyz 1 1
C 0.6949 0.1022 0.9109
C 1.8524 -0.7837 0.8315
C -0.3145 -0.4734 -1.2748
C -1.6696 0.5393 0.4673
N 2.9399 0.8195 -0.7433
N -0.5249 -0.3197 0.1632
S 3.3421 -0.3131 0.1542
H 0.3289 0.2748 2.0207
H 1.1874 1.0344 0.3260
H 2.0309 -1.5924 1.5532
H -1.3211 -0.3293 -1.8327
H -0.0028 -1.5566 -1.5448
H 0.3962 0.2455 -1.5371
H -1.8818 1.4072 -0.1645
H -2.6300 0.0165 0.2964
H -1.4890 0.7387 1.5985
H 3.5858 1.2412 -1.4375
H -0.7655 -1.1427 0.6928
*
```

Charge distribution, Löwdin scheme, values in e: -0.2445 -0.4260 0.0044 -0.0172 -0.4013 -0.2379 1.0083 0.1686 0.1442 0.0590 0.1408 0.1470 0.0655 0.1159 0.1175 0.1336 0.0480 0.1741

This record from the OMol25 dataset describes a 2-piece molecular cluster, C4H6FN overall in a non-equilibrium geometry. The level of theory is ωB97M-V/def2-TZVPD.

The value obtained for the HOMO energy is -9.933 eV. The calculation puts the LUMO energy at 0.956 eV. The relative energy (zero: lowest compared OMol25 entry of this formula, charge and spin) comes out at 111.6 kJ/mol. The molecular weight comes out at 87.10 g/mol. Its calculated total energy is -8451.178 eV. The frontier orbital gap comes out at 10.89 eV.

```
! RIJCOSX wB97M-V def2-TZVPD def2/J DEFGRID3
* xyz 0 1
C -0.3745 -0.8895 1.8809
C -0.4726 -0.5788 0.6126
C 0.1775 -1.0947 -0.6483
F -1.3163 0.5043 0.3718
H -0.9114 -0.2790 2.6309
H 0.0746 -1.7390 2.2002
H -0.5154 -1.1468 -1.5019
H 0.6763 -2.1029 -0.5642
H 0.9237 -0.3549 -0.9195
C 0.5820 2.5148 -1.3242
N 1.3634 2.4093 -2.1526
H -0.2074 2.7571 -0.5857
*
```

Charge distribution, Löwdin scheme, values in e: 0.0667 -0.3785 -0.0323 -0.0337 0.0877 0.0267 0.0848 0.1026 0.0547 -0.1038 0.0511 0.0739

This record from the OMol25 dataset describes C3HF3O in the gas phase in a non-equilibrium geometry. The level of theory is ωB97M-V/def2-TZVPD.

The value obtained for the HOMO energy is -9.825 eV. The calculation puts the LUMO energy at 0.060 eV. The relative energy (zero: lowest compared OMol25 entry of this formula, charge and spin) comes out at 430.9 kJ/mol. The molecular weight comes out at 110.03 g/mol. Its calculated total energy is -13321.963 eV. The frontier orbital gap comes out at 9.88 eV.

```
! RIJCOSX wB97M-V def2-TZVPD def2/J DEFGRID3
* xyz 0 1
C 0.1065 -0.2461 0.6654
C -0.7506 -1.2316 1.8298
C 0.0980 0.3257 -1.0207
O -0.8989 0.0235 1.6780
F 0.8719 -0.3972 -1.8259
F -1.1523 0.2885 -1.4714
F 0.5924 1.5201 -1.0059
H 1.1330 -0.2828 1.1507
*
```

Charge distribution, Löwdin scheme, values in e: -0.0851 0.1653 -0.5892 -0.0776 0.1518 0.1463 0.1814 0.1071

This record from the OMol25 dataset describes C27H39F9MnNO5SSi as an isolated structure. The level of theory is ωB97M-V/def2-TZVPD.

The value obtained for the HOMO energy (spin up / spin down) is -12.348 / -12.350 eV. The calculation puts the LUMO energy (spin up / spin down) at -6.046 / -4.280 eV. Its expectation value of S² is 4.18. The relative energy (zero: lowest compared OMol25 entry of this formula, charge and spin) comes out at 0.0 kJ/mol. The molecular weight comes out at 743.68 g/mol. Its calculated total energy is -114850.309 eV. The frontier orbital gap (spin up / spin down) comes out at 6.30 / 8.07 eV.

```
! RIJCOSX wB97M-V def2-TZVPD def2/J DEFGRID3
* xyz 1 4
Mn 0.6864 -0.4029 0.1090
C 1.4814 1.9879 3.1273
C 0.1976 1.8317 2.3315
C 0.1695 2.6965 1.0858
C -1.0300 2.0886 3.1846
O 0.1490 0.3857 1.8765
Si -0.3828 -0.9637 2.7543
S -0.1741 -2.2615 1.0458
O 0.7501 -1.1536 3.8792
C 0.8331 -2.0768 5.0047
C -0.0967 -1.5971 6.1075
C 0.4643 -3.4686 4.5166
C 2.2846 -2.0198 5.4533
O -1.8435 -0.8669 3.3581
C -3.2320 -1.2664 3.1524
C -4.0244 -0.5149 4.2089
C -3.3151 -2.7688 3.3606
C -3.6612 -0.8723 1.7507
H 1.5194 2.9956 3.5423
H 2.3567 1.8459 2.4981
H 1.5191 1.2730 3.9468
H 0.3296 3.7300 1.3938
H -0.7906 2.6345 0.5768
H 0.9658 2.4371 0.3849
H -1.0603 3.1517 3.4241
H -1.0021 1.5315 4.1207
H -1.9386 1.8330 2.6415
H -1.1289 -1.5628 5.7625
H 0.1935 -0.6005 6.4414
H -0.0379 -2.2733 6.9602
H -0.5844 -3.5149 4.2134
H 0.6086 -4.1999 5.3116
H 1.0945 -3.7559 3.6731
H 2.5671 -0.9937 5.6876
H 2.9460 -2.3966 4.6716
H 2.4246 -2.6282 6.3466
H -3.6806 -0.7782 5.2091
H -5.0816 -0.7664 4.1294
H -3.9169 0.5609 4.0727
H -2.9754 -3.0415 4.3604
H -2.7151 -3.2980 2.6176
H -4.3479 -3.0993 3.2518
H -3.5461 0.1994 1.5879
H -4.7116 -1.1255 1.6075
H -3.0811 -1.4007 0.9934
F -0.0512 0.2846 -3.7551
C 1.1669 0.2592 -3.2459
F 2.0261 0.6429 -4.1838
F 1.2117 1.1727 -2.2538
C 1.5338 -1.1428 -2.6627
O 1.0826 -1.2890 -1.3795
C 0.8447 -2.2648 -3.5054
F -0.4602 -2.2810 -3.2666
F 1.3427 -3.4536 -3.1634
F 1.0419 -2.0789 -4.8099
C 3.0785 -1.3290 -2.6639
F 3.5625 -1.5785 -3.8718
F 3.4261 -2.3210 -1.8481
F 3.6685 -0.2107 -2.1932
N -2.0564 0.5305 -0.9708
C -1.0442 0.1259 -0.5987
C 8.4704 -1.5825 1.9220
C 7.1859 -0.9630 1.4707
C 7.1849 0.2334 0.7571
C 6.0105 0.8315 0.3461
C 6.0932 2.1126 -0.4396
C 4.7777 0.2001 0.6668
C 3.5898 0.8353 0.2031
O 2.4216 0.4320 0.3372
C 4.7623 -1.0219 1.3960
C 3.4972 -1.7430 1.7564
C 5.9691 -1.5716 1.7760
H 9.3179 -1.2063 1.3532
H 8.4362 -2.6674 1.8321
H 8.6415 -1.3472 2.9752
H 8.1303 0.6996 0.5101
H 7.1356 2.3723 -0.6065
H 5.6302 2.9467 0.0904
H 5.6162 2.0238 -1.4163
H 3.7077 1.7863 -0.3259
H 2.9764 -2.0861 0.8590
H 2.8112 -1.1115 2.3257
H 3.7294 -2.6191 2.3616
H 5.9714 -2.5049 2.3257
*
```

Charge distribution, Löwdin scheme, values in e: 0.6628 0.0025 -0.5384 -0.0130 -0.0103 -0.2983 -0.0360 0.7078 -0.1375 -0.6116 -0.0091 -0.0194 -0.0154 -0.1294 -0.6088 -0.0128 -0.0216 -0.0271 0.1063 0.0785 0.0858 0.1082 0.0880 0.0739 0.1098 0.0939 0.0915 0.0730 0.0968 0.0998 0.0712 0.1035 0.0878 0.0931 0.0747 0.0983 0.0889 0.0989 0.0881 0.0871 0.0780 0.1009 0.0825 0.1025 0.0613 0.2052 -0.5511 0.1984 0.1394 -0.2221 -0.2242 -0.5616 0.1936 0.1916 0.1937 -0.5417 0.2075 0.1876 0.1591 0.1262 -0.2612 -0.0253 -0.2174 0.0147 -0.1768 -0.0276 -0.0990 -0.1223 -0.1082 -0.1515 -0.0229 0.0141 0.0856 0.0903 0.0999 0.1256 0.0868 0.0959 0.0906 0.1423 0.0710 0.0723 0.0870 0.1277

What is the molecular weight in the sixth record?
743.68 g/mol

What is the formula in the third record?
C4H11N2S

Which value of calculated total energy does entry 3 give?
-18131.843 eV

The highest relative energy (zero: lowest compared OMol25 entry of this formula, charge and spin) belongs to which entry?
C3H4FN